(1)
The following is a DFT calculation (ωB97M-V/def2-TZVPD) of a single C5H10O molecule.

```
16
Properties=species:S:1:pos:R:3
O 2.68825 0.16302 0.05460
C -1.82841 0.25981 -0.47186
C -0.89295 -0.89684 -0.05262
C 1.47471 -0.38259 0.52183
C -0.64559 1.21960 -0.16848
C 0.30377 0.00497 -0.34731
H 3.37802 -0.08754 0.68018
H 1.27525 -0.09837 1.56849
H -0.67821 1.57204 0.86945
H 1.48289 -1.49339 0.48120
H -2.75019 0.39404 0.10310
H -2.07952 0.24892 -1.53795
H 0.60522 -0.06198 -1.40036
H -0.50520 2.07876 -0.83074
H -0.85798 -1.89333 -0.50478
H -0.97007 -1.02712 1.03522
```

M ... 86.13 g mol⁻¹
LUMO ... 0.036 Ha
HOMO-LUMO gap ... 0.4105 Eh
SMILES ... OCC1CCC1
2S+1 ... 1
Energy relative to the best compared isomer or geometry (same formula, charge and spin) ... 118.7 kJ/mol
Largest force on an atom ... 0.5 eV Å⁻¹

(2)
The following is a DFT calculation (ωB97M-V/def2-TZVPD) of 2 unconnected molecules or ions with the total composition C5H10O2 at a distorted geometry.

```
17
Properties=species:S:1:pos:R:3
O -0.39406 2.46694 -2.60171
O -0.54653 1.18203 -0.07976
C -1.38021 -2.42896 0.19694
C -1.42487 -1.07547 -0.00325
C 0.88069 -0.56143 0.80967
C 1.95399 0.14325 1.55853
C -0.30486 -0.17080 0.24481
H 1.47160 0.56916 2.46199
H 1.03207 -1.58127 0.45926
H -1.19326 2.88059 -2.90800
H 2.40487 1.00072 1.04867
H -0.54092 -2.98571 0.59411
H -0.20400 1.46040 -0.94606
H 2.74264 -0.56263 1.80977
H -2.21798 -3.01869 -0.17283
H 0.02993 3.21097 -2.15173
H -2.30911 -0.52911 -0.32043
```

M ... 102.13 g mol⁻¹
LUMO (spin up / spin down) ... 0.118 / 0.113 Ha
HOMO-LUMO gap (spin up / spin down) ... 0.0981 / 0.1897 Eh
⟨S²⟩ ... 0.763
Charge ... -1
2S+1 ... 2
Energy relative to the best compared isomer or geometry (same formula, charge and spin) ... 121.2 kJ/mol
Largest force on an atom ... 2.8 eV Å⁻¹

(3)
The following is a DFT calculation (ωB97M-V/def2-TZVPD) of 2 unconnected molecules or ions with the total composition C5H10O2 at a distorted geometry.

```
17
Properties=species:S:1:pos:R:3
O -1.03471 1.06357 1.07367
O 1.40333 1.25002 0.13542
C -0.70304 0.20388 -0.02427
C 0.93567 0.39537 -2.02397
C 0.55992 0.57049 -0.59609
C -0.55936 -1.03599 1.02363
C -1.30055 -0.07116 1.95103
H 0.26633 -0.30074 -2.53126
H 0.85472 -2.07265 -0.90622
H -2.38725 -0.23894 1.97345
H 1.97306 0.07793 -2.15108
H 0.92948 1.41866 0.98326
H 0.83143 1.38488 -2.49390
H 0.49551 -1.09553 1.34274
H -1.51504 0.07535 -0.74818
H -0.94761 0.11731 2.97107
H 0.29314 -2.17103 -0.39763
```

M ... 102.13 g mol⁻¹
LUMO (spin up / spin down) ... -0.020 / 0.015 Ha
HOMO-LUMO gap (spin up / spin down) ... 0.2226 / 0.3031 Eh
2S+1 ... 1
Energy relative to the best compared isomer or geometry (same formula, charge and spin) ... 664.4 kJ/mol
Largest force on an atom ... 1.1 eV Å⁻¹

(4)
The following is a DFT calculation (ωB97M-V/def2-TZVPD) of a single C5H10O2 molecule at a distorted geometry.

```
17
Properties=species:S:1:pos:R:3
O 2.74328 -1.09016 0.69775
O 0.27990 -1.19316 0.06090
C -2.33077 -0.71413 -0.35352
C -0.02867 0.14033 0.35565
C 1.33351 0.92028 0.11279
C -1.32030 0.44948 -0.48445
C 2.69306 0.07657 0.35682
H -1.07088 0.55813 -1.54741
H 3.71634 0.52149 0.26067
H -0.34663 0.27215 1.41172
H -2.69163 -0.84369 0.67472
H -1.83040 1.37810 -0.18460
H 1.32869 1.30016 -0.92028
H 1.42997 1.79470 0.77067
H -1.85880 -1.65024 -0.65455
H 1.17034 -1.35640 0.42749
H -3.21700 -0.56360 -0.98436
```

M ... 102.13 g mol⁻¹
LUMO ... 0.030 Ha
HOMO-LUMO gap ... 0.3900 Eh
SMILES ... CC[C@@H](O)CC=O
2S+1 ... 1
Energy relative to the best compared isomer or geometry (same formula, charge and spin) ... 194.4 kJ/mol
Largest force on an atom ... 1.2 eV Å⁻¹

(5)
The following is a DFT calculation (ωB97M-V/def2-TZVPD) of a single C5H10O2 molecule.

```
17
Properties=species:S:1:pos:R:3
O 1.20938 0.58229 -1.61170
O -1.58053 -0.40160 1.93942
C -0.57214 0.49312 1.51377
C 0.40879 -0.54926 -1.90828
C 0.23529 -0.19658 0.43074
C -0.60829 -0.62120 -0.77701
C 1.30241 0.72231 -0.20179
H 2.31349 0.46362 0.14060
H 0.08388 0.78318 2.35148
H -1.05893 -1.60860 -0.65185
H -0.03559 -0.39284 -2.89588
H 1.12719 1.78014 0.04047
H 0.71332 -1.08172 0.86835
H 1.02278 -1.46398 -1.94574
H -1.41304 0.10433 -0.94670
H -1.00727 1.41712 1.09669
H -2.16683 0.06930 2.54463
```

M ... 102.13 g mol⁻¹
LUMO ... 0.032 Ha
HOMO-LUMO gap ... 0.3854 Eh
SMILES ... OC[C@H]1CCOC1
2S+1 ... 1
Energy relative to the best compared isomer or geometry (same formula, charge and spin) ... 145.8 kJ/mol
Largest force on an atom ... 0.5 eV Å⁻¹

(6)
The following is a DFT calculation (ωB97M-V/def2-TZVPD) of a molecular structure, C5H10O2.

```
17
Properties=species:S:1:pos:R:3
O 0.58448 2.40780 0.64932
O 0.52892 -2.36320 0.77501
C -0.38420 1.47875 1.16235
C -0.17072 -2.31321 -0.26951
C -0.13409 0.54799 -0.01494
C -0.93497 -0.39202 -0.62721
C 0.75960 1.65158 -0.55850
H -0.12589 1.11242 2.16084
H 0.32376 -2.39224 -1.25095
H 0.31680 2.16106 -1.42622
H -1.20250 -2.68429 -0.23565
H -1.39880 1.89986 1.17379
H -1.90506 -0.58033 -0.17676
H -0.89221 -0.47789 -1.71048
H 1.02901 -0.22666 0.76782
H 1.09108 -1.03509 0.96014
H 1.81027 1.42433 -0.76438
```

M ... 102.13 g mol⁻¹
LUMO ... 0.010 Ha
HOMO-LUMO gap ... 0.3540 Eh
2S+1 ... 1
Energy relative to the best compared isomer or geometry (same formula, charge and spin) ... 620.4 kJ/mol
Largest force on an atom ... 0.4 eV Å⁻¹

(7)
The following is a DFT calculation (ωB97M-V/def2-TZVPD) of a single C5H10O2 molecule.

```
17
Properties=species:S:1:pos:R:3
O -0.66979 0.68831 0.56769
O 0.20612 -2.19655 -2.01281
C 0.87027 -0.43342 -0.46574
C 0.31063 -1.84412 -0.65037
C -0.97795 1.96071 1.12181
C 0.04194 0.73853 -1.04187
C 0.61703 0.10040 0.93143
H -0.15416 2.65461 0.93014
H 1.91882 -0.39570 -0.78127
H 0.48330 -0.60822 1.75687
H -1.17373 1.84614 2.19275
H -0.66932 -1.91021 -0.14601
H -0.82446 0.33342 -1.60618
H 1.30929 0.89920 1.21321
H -1.87626 2.30842 0.61030
H 0.96715 -2.59645 -0.19652
H -0.37888 -1.54508 -2.42344
```

M ... 102.13 g mol⁻¹
LUMO ... 0.030 Ha
HOMO-LUMO gap ... 0.3169 Eh
2S+1 ... 1
Energy relative to the best compared isomer or geometry (same formula, charge and spin) ... 557.2 kJ/mol
Largest force on an atom ... 0.3 eV Å⁻¹